# 1
Entry from the OMol25 dataset: a molecular structure, C52H51N5O9P2SY (ωB97M-V with the def2-TZVPD basis set).

Calculated values
ΔE to the lowest compared entry with this formula, charge and spin, kcal per mole: 16.13
Strongest force on any atom, Eh/bohr: 0.0092
Frontier orbital gap, eV: 4.0
E_LUMO, eV: 1.6
Total charge: -1
E, hartree: -4082.5200

Geometry (Å):
Y (-0.083, -0.422, 0.258)
N (1.586, 0.212, 2.069)
C (0.838, 0.389, 3.326)
C (-0.145, -0.762, 3.501)
O (-0.263, -1.312, 4.602)
N (-0.786, -1.068, 2.366)
C (-1.668, -2.214, 2.451)
C (-2.101, -2.719, 1.074)
O (-2.747, -3.766, 1.005)
O (-1.753, -1.995, 0.064)
H (2.374, -0.410, 2.220)
H (1.930, 1.108, 1.735)
H (0.289, 1.332, 3.253)
H (1.485, 0.455, 4.202)
H (-2.580, -2.000, 3.025)
H (-1.199, -3.048, 2.984)
O (0.523, -0.794, -2.034)
P (0.740, -2.048, -2.834)
C (2.294, -2.835, -2.287)
P (2.575, -2.578, -0.496)
O (1.286, -2.364, 0.240)
C (3.724, -1.220, -0.269)
C (4.855, -1.372, 0.537)
C (5.618, -0.264, 0.869)
C (5.246, 0.998, 0.419)
C (4.117, 1.153, -0.373)
C (3.363, 0.047, -0.730)
C (3.358, -4.090, 0.071)
C (4.454, -4.650, -0.585)
C (5.017, -5.821, -0.108)
C (4.487, -6.434, 1.021)
C (3.398, -5.879, 1.674)
C (2.828, -4.703, 1.202)
C (0.980, -1.605, -4.559)
C (1.086, -0.255, -4.876)
C (1.288, 0.125, -6.197)
C (1.389, -0.839, -7.187)
C (1.284, -2.189, -6.870)
C (1.076, -2.574, -5.557)
C (-0.579, -3.238, -2.755)
C (-0.637, -4.195, -1.745)
C (-1.789, -4.941, -1.568)
C (-2.879, -4.732, -2.397)
C (-2.830, -3.780, -3.405)
C (-1.684, -3.024, -3.583)
H (3.109, -2.372, -2.847)
H (2.282, -3.907, -2.492)
H (5.126, -2.348, 0.920)
H (6.490, -0.382, 1.499)
H (5.827, 1.865, 0.706)
H (3.775, 2.132, -0.685)
H (2.465, 0.218, -1.314)
H (4.871, -4.168, -1.462)
H (5.868, -6.255, -0.617)
H (4.928, -7.350, 1.392)
H (2.986, -6.359, 2.552)
H (1.972, -4.261, 1.697)
H (0.996, 0.483, -4.087)
H (1.359, 1.175, -6.446)
H (1.541, -0.540, -8.216)
H (1.352, -2.937, -7.649)
H (0.967, -3.624, -5.307)
H (0.187, -4.317, -1.051)
H (-1.858, -5.634, -0.743)
H (-3.788, -5.295, -2.231)
H (-3.690, -3.608, -4.039)
H (-1.651, -2.263, -4.353)
C (0.643, 1.798, -0.178)
C (0.308, 2.805, 0.467)
C (-0.205, 3.891, 1.213)
C (0.375, 4.100, 2.527)
C (1.728, 3.764, 2.757)
C (2.316, 3.859, 4.004)
C (1.591, 4.305, 5.104)
C (0.256, 4.643, 4.909)
C (-0.337, 4.547, 3.661)
C (-1.295, 4.638, 0.642)
C (-1.837, 4.270, -0.621)
C (-2.874, 4.964, -1.213)
C (-3.458, 6.067, -0.593)
C (-2.920, 6.476, 0.623)
C (-1.869, 5.801, 1.218)
H (2.316, 3.425, 1.910)
H (3.361, 3.587, 4.120)
H (2.048, 4.376, 6.083)
H (-0.347, 4.967, 5.750)
H (-1.394, 4.764, 3.578)
H (-1.380, 3.434, -1.139)
H (-3.229, 4.647, -2.190)
H (-4.281, 6.600, -1.052)
H (-3.319, 7.355, 1.117)
H (-1.462, 6.202, 2.136)
C (-10.134, 1.695, 1.139)
C (-8.881, 1.138, 0.481)
S (-7.665, 2.428, 0.309)
O (-8.185, 3.420, -0.599)
O (-7.244, 2.824, 1.631)
C (-6.305, 1.592, -0.473)
C (-5.119, 2.535, -0.642)
N (-3.947, 1.772, -1.049)
C (-3.008, 1.298, -0.205)
N (-2.051, 0.656, -0.863)
C (-2.347, 0.739, -2.175)
C (-3.526, 1.415, -2.319)
N (-4.242, 1.635, -3.521)
O (-3.694, 1.321, -4.563)
O (-5.371, 2.106, -3.449)
C (-2.990, 1.548, 1.257)
H (-10.880, 0.908, 1.242)
H (-10.556, 2.498, 0.537)
H (-9.903, 2.087, 2.128)
H (-9.077, 0.763, -0.524)
H (-8.414, 0.357, 1.081)
H (-6.657, 1.235, -1.442)
H (-6.043, 0.750, 0.170)
H (-4.877, 3.034, 0.295)
H (-5.330, 3.295, -1.385)
H (-1.726, 0.310, -2.941)
H (-2.524, 2.523, 1.436)
H (-2.398, 0.781, 1.758)
H (-3.992, 1.547, 1.686)



# 2
Entry from the OMol25 dataset: a molecular structure, C9H16BiN2PS (ωB97M-V with the def2-TZVPD basis set).

Calculated values
Strongest force on any atom, Eh/bohr: 0.0412
Frontier orbital gap (alpha / beta), eV: 5.7 / 5.5
E_LUMO (alpha / beta), eV: -0.7 / -0.8
E, hartree: -1416.0347

Geometry (Å):
C (-2.854, 2.200, -2.968)
C (-2.650, 1.721, -4.290)
C (-2.629, 0.281, -4.248)
C (-2.820, -0.133, -2.919)
C (-2.930, 1.029, -2.108)
Bi (-1.283, 0.735, 0.352)
P (-1.241, 2.834, 2.100)
H (-2.804, 3.202, -2.556)
H (-2.554, 2.303, -5.192)
H (-2.431, -0.351, -5.099)
H (-3.447, 1.048, -1.134)
H (-2.793, -1.145, -2.462)
H (-2.201, 3.269, 3.135)
H (-0.887, 4.020, 1.343)
H (-0.005, 2.514, 2.805)
S (-0.577, -1.888, -0.048)
C (0.993, -1.861, 0.725)
N (2.030, -1.214, 0.153)
C (3.138, -0.718, 0.943)
C (3.438, -1.672, 2.083)
C (2.185, -2.025, 2.855)
N (1.132, -2.420, 1.929)
H (1.811, -0.684, -0.695)
H (2.940, 0.295, 1.316)
H (4.001, -0.613, 0.292)
H (4.159, -1.217, 2.767)
H (3.835, -2.610, 1.673)
H (1.857, -1.188, 3.474)
H (2.323, -2.874, 3.519)
H (0.264, -2.840, 2.254)



Which formula does entry 2 have? C9H16BiN2PS